A cluster of 10 separate species, C36H100N8O12 in total. Source: the Open Molecules 2025 dataset; level of theory: ωB97M-V/def2-TZVPD.

HOMO energy (eV): -8.895
Energy above the lowest of the compared OMol25 structures with the same formula, charge and spin (kcal/mol): 103.3
Orbital gap (eV): 9.31

Geometry as XYZ:
```
156
Properties=species:S:1:pos:R:3:forces:R:3
C 16.26773 16.02847 18.45426 0.45 -0.37 -1.25
C 17.60964 15.31287 18.59986 -0.34 0.22 0.40
O 17.43254 13.91424 18.72258 0.03 -0.22 -0.38
O 15.76580 15.86669 17.10066 0.25 1.07 1.13
H 16.36536 17.09728 18.64454 0.10 0.06 -0.27
H 15.60194 15.65644 19.23300 -0.42 -0.24 -0.10
H 18.13310 15.66055 19.49048 0.14 0.37 0.08
H 18.23469 15.48430 17.72348 -0.09 0.04 0.02
H 16.89572 13.76533 19.50440 -0.05 -0.15 0.11
H 15.44478 14.97829 16.92950 -0.08 -0.74 0.31
C 11.34658 11.35849 21.49508 -0.19 -0.66 -0.69
C 11.04994 12.30757 20.34280 -0.85 -0.39 0.16
O 10.98372 11.67246 19.06063 -0.28 0.58 0.88
O 12.70526 10.96616 21.50132 0.46 0.27 1.56
H 10.72842 10.46074 21.50006 -0.32 -0.16 -0.62
H 11.05124 11.80151 22.44618 0.70 0.48 0.11
H 11.83096 13.06603 20.39624 0.04 0.30 -0.28
H 10.06910 12.76356 20.47746 0.05 0.19 0.15
H 11.84794 11.25949 18.99586 0.69 -0.39 -0.53
H 13.07358 10.69809 20.65628 -0.79 0.25 -0.44
C 18.60432 9.49850 23.62990 -2.61 0.56 -0.79
C 19.54340 8.47556 23.15296 1.07 0.29 -0.72
C 19.91058 8.56789 21.64126 0.40 0.24 0.37
O 18.76108 8.43703 20.81658 -0.38 -0.07 0.35
C 18.97634 8.70146 19.44380 0.77 0.34 0.28
N 20.67906 8.63007 24.10168 0.40 -1.21 -0.78
H 18.21890 9.18588 24.60038 -0.43 -0.11 -0.09
H 17.82509 9.50568 22.86778 -0.78 0.40 0.43
H 18.91966 10.52844 23.79684 0.70 -0.08 -0.46
H 19.03933 7.50918 23.16388 0.25 -0.28 0.81
H 20.61376 7.77766 21.37822 0.24 -0.15 0.17
H 20.40373 9.52028 21.44664 0.09 0.35 -0.15
H 19.56162 7.95169 18.91146 -0.20 -0.70 0.17
H 19.61948 9.57492 19.33640 -0.29 0.58 -0.03
H 18.01964 8.85015 18.94310 0.06 0.01 0.18
H 20.19512 8.87152 24.95468 0.31 -0.30 0.49
H 21.11820 9.50871 23.86662 0.35 0.16 -0.26
C 12.31960 16.20572 12.60132 -0.60 0.44 -1.32
C 13.53404 15.96291 11.70100 1.04 0.45 0.39
C 13.69388 16.79277 10.39604 -2.07 0.64 -0.01
O 12.48250 16.70366 9.62082 -1.40 0.55 -0.48
C 11.84630 17.92413 9.15076 1.88 0.11 0.06
N 14.70268 16.19201 12.58108 0.05 -0.23 -0.47
H 12.35728 15.59524 13.50354 -0.26 -0.51 -0.44
H 11.46368 16.10857 11.93346 -0.47 -0.68 0.51
H 12.17432 17.19882 13.02648 0.72 0.49 -0.29
H 13.52790 14.92540 11.36686 -0.11 -0.24 0.23
H 14.44182 16.45599 9.67824 0.63 -0.23 0.68
H 13.86578 17.83289 10.67302 0.21 0.22 0.00
H 11.15424 17.79749 8.31822 -0.38 -0.89 0.59
H 12.58568 18.55752 8.66062 0.55 0.12 0.07
H 11.45402 18.55755 9.94636 -0.41 -0.38 0.24
H 14.39730 16.84062 13.29252 0.20 0.14 0.18
H 15.43584 16.64826 12.05722 0.35 -0.02 0.06
C 10.88610 8.78166 17.41644 0.25 -0.15 0.82
C 11.75538 8.14768 16.34982 0.22 1.34 0.66
C 12.77414 7.26026 16.96905 2.23 -0.13 0.12
O 13.81872 8.01037 17.63276 -0.26 0.09 -0.10
C 14.90664 7.19622 18.03323 -0.11 -0.16 0.22
N 10.99574 7.30098 15.51852 -0.94 -0.90 -1.68
H 10.33405 7.93669 17.82799 -0.38 0.14 0.27
H 10.19146 9.55682 17.09288 0.12 -0.16 -0.20
H 11.47916 9.18370 18.23786 -0.04 0.14 -0.01
H 12.23218 8.92135 15.74798 0.26 0.02 -0.14
H 13.31022 6.66123 16.23293 -0.30 -0.05 -0.51
H 12.27334 6.53436 17.60966 0.01 0.03 0.67
H 15.75252 7.75358 18.43564 -0.52 0.66 0.40
H 15.41650 6.67085 17.22568 -0.59 -0.39 -0.49
H 14.52884 6.50787 18.78922 0.37 -0.33 0.05
H 10.14019 7.76511 15.24884 -0.15 0.00 -0.19
H 10.70996 6.48142 16.03502 -0.14 -0.22 0.05
C 15.88924 11.35541 18.11246 -0.62 0.47 0.25
C 14.44434 11.90084 18.21135 0.70 -1.54 -1.48
C 13.86412 12.26517 16.78138 0.26 0.38 1.40
O 14.51562 13.44162 16.32232 0.17 0.42 0.29
C 13.91098 13.93188 15.14604 -0.88 -0.02 -0.92
N 13.62358 10.78892 18.78066 -0.42 0.74 -0.49
H 16.38240 11.32912 19.08416 0.23 0.83 0.12
H 16.39080 11.97234 17.36686 0.61 -0.46 0.21
H 15.87130 10.27926 17.94021 -0.16 0.03 -1.06
H 14.42348 12.83774 18.76801 -0.28 -0.19 0.37
H 12.80078 12.45273 16.93058 -0.26 0.10 -0.12
H 13.95936 11.51756 15.99390 0.22 -0.59 0.21
H 12.89230 14.29428 15.28412 -0.25 -0.22 0.58
H 13.83654 13.12669 14.41512 0.14 -0.16 -0.24
H 14.38062 14.79064 14.66638 0.83 -0.26 0.50
H 13.39632 10.20854 17.98591 -0.34 -0.23 -0.33
H 14.18258 10.11726 19.28710 0.59 0.20 0.29
C 8.08191 14.09614 16.94364 0.10 -0.58 1.09
C 8.75430 13.00304 16.08254 -1.98 0.79 -1.00
C 10.14658 13.42898 15.59466 0.01 -0.76 0.47
O 10.89016 12.36110 14.94764 -1.36 0.45 -0.34
C 10.36460 12.03276 13.64996 0.28 0.50 -0.61
N 8.73062 11.67479 16.71184 0.07 1.53 -0.17
H 7.55166 14.94831 16.51852 0.85 0.13 -0.87
H 8.79686 14.43314 17.69422 -0.05 0.36 0.14
H 7.23726 13.67366 17.48786 0.21 -0.63 0.21
H 8.03410 12.90524 15.27022 0.34 -0.01 -0.70
H 10.70656 13.66788 16.49880 0.32 -0.02 0.02
H 10.08846 14.34084 15.00032 0.07 -0.01 -0.38
H 10.38402 10.96764 13.41926 0.25 -0.08 0.50
H 10.94832 12.52927 12.87482 0.41 -0.02 0.00
H 9.35440 12.36630 13.41264 -0.31 0.12 0.76
H 9.23080 11.16302 15.99908 0.35 -0.77 0.38
H 9.34694 11.83318 17.49617 0.47 -0.94 0.54
C 20.67844 13.41340 16.96784 0.70 -0.50 2.47
C 20.22642 13.46355 15.57584 0.46 -1.56 -0.36
C 18.77388 13.20675 15.51628 -2.05 0.11 -1.25
O 18.41835 13.09019 14.12392 0.83 -0.54 0.45
C 17.01925 12.96167 13.92300 1.22 0.80 0.22
N 20.57982 14.65939 14.92814 0.18 2.06 -0.42
H 21.71176 13.57414 17.27528 0.48 0.16 -1.13
H 20.51850 12.38898 17.30413 -0.45 0.07 0.50
H 20.18908 14.13300 17.62420 -0.69 -0.15 0.02
H 20.68840 12.60818 15.08288 0.16 -0.09 -0.42
H 18.15655 14.03533 15.86336 0.19 0.48 0.61
H 18.44156 12.35073 16.10358 0.12 -0.49 -0.11
H 16.92137 12.80052 12.84942 -0.46 -0.50 0.23
H 16.58360 13.93369 14.15428 -0.56 -0.04 0.14
H 16.67898 12.18889 14.61228 -0.70 -0.21 -0.46
H 20.42770 15.36423 15.63536 0.48 0.62 0.24
H 19.84480 14.91156 14.28296 0.04 -0.29 -0.75
C 14.44798 11.79172 11.21388 -1.65 -0.92 -0.56
C 14.03408 10.29684 11.55884 0.63 0.93 -0.31
C 15.09890 9.58879 12.38156 1.24 -1.22 1.53
O 15.09544 9.82125 13.80800 -0.82 0.68 -0.64
C 16.10000 9.10657 14.49892 -0.90 0.73 0.38
N 12.65922 10.19053 12.09336 1.16 0.67 0.18
H 13.78630 12.06525 10.39202 -0.23 0.15 -0.06
H 15.43506 11.95328 10.78070 0.23 -0.41 0.58
H 14.20314 12.51230 11.99422 0.38 -0.18 0.32
H 13.94138 9.74495 10.62346 0.63 0.07 -0.24
H 16.13984 9.76115 12.10800 0.03 0.67 -0.83
H 15.05544 8.50189 12.31182 -0.65 -0.41 -0.46
H 17.10227 9.43911 14.22878 0.17 -0.16 -0.22
H 15.96222 8.02914 14.40802 0.19 -0.19 -0.23
H 15.90796 9.38587 15.53488 0.28 -0.19 0.18
H 12.73114 10.62569 13.00198 -0.45 0.12 0.47
H 12.51404 9.20952 12.28482 -0.25 -0.29 0.07
C 12.46426 18.07048 18.10402 -1.85 0.43 -0.42
C 11.93974 17.22221 16.89087 2.07 1.71 -0.11
C 10.71742 17.87263 16.14188 1.28 -0.24 -1.65
O 9.57648 17.74280 16.83058 -3.17 -0.50 2.71
C 8.39453 18.38388 16.35150 0.56 -0.04 0.34
N 13.09234 17.07776 15.94928 -0.57 -0.78 -0.67
H 11.55762 18.30037 18.66372 0.09 0.21 0.55
H 12.86550 19.02377 17.76000 0.01 0.02 -0.20
H 13.19986 17.64870 18.78890 -0.08 -0.58 -0.38
H 11.66308 16.25182 17.30306 -0.16 -0.17 -0.49
H 10.48110 17.40300 15.18704 1.08 -0.64 -0.60
H 10.80642 18.91904 15.84996 1.00 0.57 0.28
H 7.62068 18.23770 17.10508 0.23 0.16 0.13
H 7.96296 18.00409 15.42542 0.47 -0.50 -0.34
H 8.58438 19.44426 16.18523 0.00 0.25 0.15
H 13.93226 16.71889 16.38038 -0.13 -0.56 0.63
H 13.46756 17.92961 15.55732 -0.78 0.67 0.08
```
Positions in Å, forces in eV/Å.